DFT (ωB97M-V/def2-TZVPD) results for a structure of composition C10H10BrHfI at a distorted geometry.

Output
- E (eV) = -89979.9617
- frontier orbital gap (spin up / spin down) (eV) = 3.9 / 3.9
- M (g/mol) = 515.49
- LUMO (spin up / spin down) (eV) = -2.31 / -2.31
- highest occupied orbital energy (spin up / spin down) (eV) = -6.17 / -6.16

Last column: Mulliken charge in e.
Geometry (Å):
C -1.0952 -0.9126 -0.9671  -0.47
C -1.5489 -2.0325 -0.1824  -0.43
C -2.5429 -1.6010 0.8221  -0.53
H -1.4840 -3.1419 -0.4285  0.40
C -2.7592 -0.1864 0.5434  -0.55
C -1.8803 0.2128 -0.5428  -0.06
H -1.8957 1.1654 -1.0970  0.38
H -0.5006 -0.8965 -1.8558  0.52
H -3.1795 -2.2377 1.4571  0.51
H -3.7159 0.3165 0.8544  0.48
Hf -0.7913 -0.5772 1.7215  0.93
Br 0.5421 -2.6301 2.2265  -0.37
C 2.5990 1.4197 0.5198  -0.50
C 1.8124 2.1854 -0.3255  -0.69
C 1.5069 1.3826 -1.4635  -0.49
H 1.5592 3.1988 -0.1192  0.44
C 2.2148 0.1525 -1.3465  -0.51
C 2.9516 0.2123 -0.1629  -0.69
H 3.7341 -0.4812 0.1544  0.40
H 2.9870 1.7592 1.4683  0.46
H 0.7315 1.5994 -2.2106  0.52
H 2.1043 -0.6476 -2.0542  0.47
I -1.3494 1.7400 2.9884  -0.23

DFT (ωB97M-V/def2-TZVPD) results for a cluster of 14 separate species, C5H38NO14 in total at a distorted geometry.

Output
- E (eV) = -35958.6717
- frontier orbital gap (eV) = 8.2
- M (g/mol) = 336.35
- LUMO (eV) = 2.68
- net charge = -1
- highest occupied orbital energy (eV) = -5.50

Last column: Mulliken charge in e.
Geometry (Å):
C 1.6537 -1.5639 -0.2698  -0.99
N 1.7158 -2.1232 1.0586  0.66
C 2.8912 -2.8749 1.3923  -1.19
C -0.6300 -3.2330 1.1172  -1.03
C 0.4492 -2.3474 1.7398  0.00
C -0.1470 -0.9686 2.1072  -0.13
O -1.2659 -0.5967 1.3008  -0.51
H 1.5669 -0.4739 -0.3465  0.42
H 0.7743 -1.9259 -0.8105  0.02
H 2.5251 -1.7807 -0.8905  0.40
H 2.8086 -3.8954 0.9347  0.35
H 3.8326 -2.5532 0.9579  0.35
H 2.9443 -3.0762 2.4569  0.40
H -1.6227 -2.9130 1.4271  0.38
H -0.5839 -3.0232 0.0452  0.01
H -0.5979 -4.2925 1.3553  0.34
H 0.7677 -2.8568 2.6643  0.27
H -0.5581 -1.0409 3.1223  0.33
H 0.5320 -0.1319 2.1814  0.07
H -3.4419 2.3588 -0.6450  0.35
H -3.9390 1.3303 0.3629  0.30
O -3.6730 1.4021 -0.5599  -0.60
H -2.1917 4.3205 0.7186  0.26
H -1.4263 3.1936 -0.0964  0.52
O -2.3375 3.5935 0.1366  -0.70
H -1.8493 3.1591 -2.4020  0.33
H -1.0059 2.1908 -1.6175  0.25
O -1.5869 2.2302 -2.4364  -0.74
H -2.3298 -2.7404 -1.6456  0.32
H -3.2040 -1.7106 -2.2403  0.43
O -3.0839 -2.6843 -2.2393  -0.75
H 2.9587 -0.7937 3.1428  0.34
H 3.9800 -0.3040 2.2320  0.35
O 3.9169 -0.8464 3.0356  -0.69
H -2.1450 0.1965 -1.5948  0.24
H -2.6566 0.3942 -2.9930  0.30
O -2.1529 -0.2344 -2.4546  -0.65
H 2.2000 1.4956 -2.3524  0.23
H 1.3180 1.9837 -1.1373  0.37
O 2.2435 1.7365 -1.4398  -0.68
H 2.3972 0.6167 1.0608  0.26
H 2.8275 1.7460 0.2850  0.41
O 2.9473 1.4144 1.2039  -0.83
H 0.2628 2.2187 1.0295  0.51
H 0.3482 3.7386 -0.5397  -0.02
O 0.0471 2.8321 -0.4712  -0.84
H -2.0248 1.6712 2.7011  0.30
H -0.8142 2.6172 2.8708  0.42
O -1.7835 2.5424 3.0146  -0.67
H -0.7931 -2.1753 -2.9669  0.28
H -1.4899 -3.4936 -3.3214  0.38
O -0.6213 -3.0999 -3.1958  -0.69
H 1.4535 2.1318 2.1260  0.33
H -1.0624 0.1386 0.7293  0.14
O 0.5349 1.8789 1.9465  -0.90
H -0.3310 2.0661 -3.5518  0.42
H 1.1670 2.1875 -3.9584  0.25
O 0.2855 2.3682 -4.2802  -0.67

DFT (ωB97M-V/def2-TZVPD) results for the molecule C2H5N3O2S at a distorted geometry.

Output
- E (eV) = -21553.2692
- frontier orbital gap (eV) = 10.4
- M (g/mol) = 135.15
- SMILES = [H]/N=C(\NS)ONC=O
- LUMO (eV) = 0.57
- highest occupied orbital energy (eV) = -9.85

Last column: Mulliken charge in e.
Geometry (Å):
H -1.0717 0.7078 -1.7728  0.18
N -0.7666 -0.0507 -1.2177  -0.67
C 0.4086 -0.0146 -0.7467  0.68
N 1.4549 0.8138 -0.9943  -0.31
S 2.4181 1.3960 0.2594  -0.11
O 0.6826 -1.0642 0.1182  -0.28
N -0.4401 -1.6640 0.6530  -0.26
C -1.2686 -0.7890 1.3018  0.18
O -0.9043 0.2698 1.7828  -0.49
H 1.2370 1.5165 -1.6813  0.30
H 1.5433 2.2410 0.8976  0.15
H -1.0078 -2.1058 -0.0617  0.35
H -2.2854 -1.2566 1.4616  0.28

DFT (ωB97M-V/def2-TZVPD) results for the molecule C6H10ClNO at a distorted geometry.

Output
- E (eV) = -22439.4263
- frontier orbital gap (spin up / spin down) (eV) = 8.9 / 7.4
- M (g/mol) = 147.61
- LUMO (spin up / spin down) (eV) = 0.19 / -0.19
- highest occupied orbital energy (spin up / spin down) (eV) = -8.74 / -7.58

Last column: Mulliken charge in e.
Geometry (Å):
C 1.7542 -0.0990 0.1063  -0.45
C -0.1271 0.5386 -1.4153  -0.89
C 0.0324 0.0679 1.8524  -0.53
C 0.7757 1.0928 -0.1794  0.09
C 1.0263 -0.7945 1.1379  0.21
C -2.0072 -0.6721 -0.8365  -0.77
N -0.6638 -0.7238 -1.2219  -0.31
O 0.1260 1.3540 1.0878  -0.47
Cl 1.3318 -2.2560 1.9063  -0.19
H 1.8784 -0.7848 -0.7204  0.34
H 2.8012 0.4025 0.4590  0.24
H -0.8174 1.2725 -1.8202  0.49
H 0.5655 0.3184 -2.2784  0.37
H -1.0130 -0.2665 1.9150  0.28
H 0.3901 0.3678 2.9736  0.27
H 1.1309 2.0456 -0.5313  0.46
H -2.6222 -0.3025 -1.7206  0.35
H -2.3791 -1.7151 -0.6696  0.24
H -2.1829 0.1541 -0.0445  0.28

DFT (ωB97M-V/def2-TZVPD) results for a structure of composition C26H30GaI2OPS at a distorted geometry.

Output
- E (eV) = -118183.8039
- frontier orbital gap (eV) = 7.1
- M (g/mol) = 745.10
- LUMO (eV) = -7.08
- net charge = +2
- highest occupied orbital energy (eV) = -14.15

Last column: Mulliken charge in e.
Geometry (Å):
Ga -1.6994 1.1224 -0.1032  -0.11
C 1.2250 4.0045 -0.6215  -0.99
C 2.3540 3.0920 -1.0101  0.61
C 3.5478 3.6010 -1.5049  -0.97
C 4.5854 2.7610 -1.8800  -0.80
C 4.4478 1.3855 -1.7606  -0.83
C 3.2661 0.8506 -1.2796  -0.52
C 2.2273 1.7038 -0.9017  1.04
P 0.7295 0.9422 -0.2201  1.13
C 0.7474 -0.7058 -1.0094  0.55
C 0.3761 -0.6125 -2.3565  -0.75
C 0.4520 -1.7085 -3.1938  -1.00
C 0.8847 -2.9219 -2.6762  -0.80
C 1.2105 -3.0269 -1.3339  -0.81
C 1.1566 -1.9303 -0.4722  0.92
C 1.5338 -2.1034 0.9740  -1.39
C 0.8508 0.9888 1.5857  0.99
C 2.1293 1.0234 2.1584  -0.76
C 2.2913 1.0812 3.5266  -0.76
C 1.1722 1.1347 4.3488  -0.80
C -0.0918 1.1582 3.7891  -0.73
C -0.2874 1.0874 2.4081  0.35
C -1.7180 1.1656 1.9224  -1.54
H 1.5288 5.0472 -0.6823  0.43
H 0.8907 3.8050 0.4013  0.42
H 0.3792 3.8645 -1.3024  -0.07
H 3.6627 4.6733 -1.6015  0.44
H 5.5019 3.1809 -2.2718  0.42
H 5.2554 0.7266 -2.0491  0.48
H 3.1632 -0.2230 -1.1971  0.41
H 0.0426 0.3440 -2.7501  0.49
H 0.1930 -1.6160 -4.2402  0.47
H 0.9702 -3.7872 -3.3210  0.43
H 1.5357 -3.9835 -0.9414  0.49
H 1.7446 -3.1497 1.1895  0.50
H 0.7313 -1.7665 1.6323  0.27
H 2.4266 -1.5307 1.2266  0.32
H 3.0034 0.9949 1.5201  0.51
H 3.2851 1.0914 3.9531  0.48
H 1.2851 1.1758 5.4238  0.44
H -0.9618 1.2277 4.4310  0.55
H -2.1931 2.0411 2.3640  0.66
H -2.2927 0.2934 2.2425  0.42
I -4.6813 1.7670 -0.7211  0.17
C -4.2202 3.8421 -0.4531  -0.90
I -2.1281 4.1878 -0.6784  0.26
H -4.5237 4.1318 0.5450  0.47
H -4.7458 4.4038 -1.2159  0.45
O -2.2550 -0.6989 -0.4735  0.43
S -3.4998 -1.6271 -0.3741  0.03
C -3.2405 -2.6390 1.1171  -0.59
C -2.4864 -3.8832 0.6776  -0.29
C -3.0695 -4.2706 -0.6789  -0.79
C -3.1204 -2.9940 -1.5157  -0.07
H -4.2447 -2.8763 1.4750  0.51
H -2.7226 -2.0443 1.8682  0.22
H -2.5914 -4.6851 1.4075  0.47
H -1.4279 -3.6553 0.5755  0.00
H -4.0725 -4.6808 -0.5529  0.32
H -2.4574 -5.0235 -1.1742  0.41
H -3.8965 -3.0129 -2.2791  0.47
H -2.1588 -2.7436 -1.9657  -0.17